12
Properties=species:S:1:pos:R:3:forces:R:3 method="wB97M-V/def2-TZVPD" multiplicity=1 total_energy_ev=-8337.678 charge=0 gap_ev=11.1937 smiles="CC(=O)O.C#C" lumo_ev=0.98
C -2.437 -0.145 0.106 0.48 -0.09 -1.32
C -0.908 0.175 -0.025 -2.19 -0.19 -0.87
O -0.549 1.321 -0.051 0.80 -0.02 0.27
O -0.139 -0.898 -0.258 0.78 0.46 0.33
H -2.916 0.819 0.297 0.06 -0.23 -0.04
H -2.878 -0.567 -0.886 0.98 0.52 1.80
H -2.630 -0.809 0.945 -0.04 -0.23 -0.19
H 0.811 -0.595 -0.309 -0.89 -0.16 0.03
C 2.701 0.717 -0.078 0.60 2.09 0.20
C 3.095 -0.425 0.129 -0.52 -0.44 -0.03
H 2.517 1.944 -0.186 0.42 -4.40 0.29
H 3.333 -1.539 0.315 -0.48 2.69 -0.46